Run A
# C2H8N4O

An isolated molecule of C2H8N4O (ωB97M-V with the def2-TZVPD basis set, the OMol25 dataset).

```
! RIJCOSX wB97M-V def2-TZVPD def2/J DEFGRID3
* xyz 0 1
C -0.382 -0.403 2.715
N -0.746 0.178 1.451
N -0.669 -0.611 0.487
N -0.991 -0.051 -0.682
N -0.005 -0.277 -1.656
C 1.319 0.342 -1.204
O -0.432 0.383 -2.828
H 0.379 0.238 3.166
H -1.256 -0.406 3.374
H 0.008 -1.425 2.604
H -1.328 0.927 -0.636
H 2.028 0.089 -1.994
H 1.668 -0.111 -0.280
H 1.216 1.431 -1.123
H -0.809 -0.305 -3.393
*
```

- Gap between HOMO and LUMO: 9.789 eV
- M: 104.113 g mol⁻¹
- SMILES string: C/N=N/NN(C)O
- HOMO energy: -8.72 eV

=====

Run B
# C2H8N4O

A structure of composition C2H8N4O (ωB97M-V with the def2-TZVPD basis set, the OMol25 dataset).

```
! RIJCOSX wB97M-V def2-TZVPD def2/J DEFGRID3
* xyz 0 1
C 0.046 -0.791 0.009
C 0.405 0.376 -0.315
N -2.414 0.871 0.243
N -0.133 -2.090 0.026
N 0.553 1.693 -0.488
N 2.203 -0.062 0.230
O -1.570 0.365 -0.750
H -2.566 0.155 0.955
H -1.969 1.668 0.700
H -0.616 -2.522 0.801
H -0.069 -2.625 -0.831
H -0.160 2.121 -1.061
H 1.514 2.003 -0.497
H 2.531 -0.899 -0.249
H 2.247 -0.261 1.227
*
```

- Gap between HOMO and LUMO (alpha / beta): 7.406 / 7.409 eV
- M: 104.113 g mol⁻¹
- HOMO energy (alpha / beta): -6.85 / -6.85 eV

=====

The least stable of them is run B.

=====

Run A
# C2H8N4O

A cluster of 2 separate species, C2H8N4O in total (ωB97M-V with the def2-TZVPD basis set, the OMol25 dataset).

```
! RIJCOSX wB97M-V def2-TZVPD def2/J DEFGRID3
* xyz 0 1
H -1.902 0.284 -0.191
N -2.255 -0.144 0.665
C -1.379 -0.322 1.554
N -0.027 0.035 1.505
N 0.921 -0.818 1.511
H 0.600 -1.778 1.284
H -1.661 -0.808 2.490
N -0.087 0.237 -1.839
C 0.807 0.865 -0.922
O 1.955 0.181 -0.654
H -0.035 0.599 -2.781
H 0.000 -0.772 -1.821
H 0.996 1.908 -1.195
H 0.244 0.885 0.162
H 1.822 -0.352 0.233
*
```

- Gap between HOMO and LUMO: 8.427 eV
- M: 104.113 g mol⁻¹
- SMILES string: [H]/N=C\N=N/[H].NCO
- HOMO energy: -9.18 eV

=====

Run B
# C2H8N4O

An isolated molecule of C2H8N4O (ωB97M-V with the def2-TZVPD basis set, the OMol25 dataset).

```
! RIJCOSX wB97M-V def2-TZVPD def2/J DEFGRID3
* xyz 0 1
C 2.209 0.382 -0.353
N 1.221 -0.102 0.606
C 0.034 -0.830 0.019
O 0.161 -1.994 0.723
N -1.160 -0.080 0.401
N -1.930 0.117 -0.561
N -2.979 0.891 -0.284
H 1.797 1.130 -1.039
H 2.560 -0.463 -0.946
H 3.053 0.818 0.180
H 0.904 0.640 1.227
H 0.120 -0.956 -1.070
H 0.952 -1.422 1.359
H -3.217 1.041 0.694
H -3.725 0.828 -0.956
*
```

- Gap between HOMO and LUMO: 10.461 eV
- M: 104.113 g mol⁻¹
- SMILES string: CN[C@@H](O)/N=N/N
- HOMO energy: -9.31 eV

=====

Run C
# C2H8N4O

An isolated molecule of C2H8N4O (ωB97M-V with the def2-TZVPD basis set, the OMol25 dataset).

```
! RIJCOSX wB97M-V def2-TZVPD def2/J DEFGRID3
* xyz 0 1
C 1.857 -0.821 0.030
N 0.716 0.025 0.370
N -1.280 0.546 0.178
C -0.513 -0.486 -0.499
N 1.138 1.385 0.377
N -2.504 0.144 0.355
O -0.981 -1.632 -0.643
H -0.560 0.357 -1.375
H 0.941 1.831 -0.521
H 0.617 1.877 1.096
H -2.684 -0.819 0.033
H -3.233 0.704 0.773
H 1.577 -1.871 0.098
H 2.681 -0.618 0.713
H 2.228 -0.621 -0.985
*
```

- Gap between HOMO and LUMO (alpha / beta): 7.851 / 7.850 eV
- M: 104.113 g mol⁻¹
- HOMO energy (alpha / beta): -8.47 / -8.47 eV

=====

The least stable of them is run C.

=====

Run A
# C5H7Br

A cluster of 2 separate species, C5H7Br in total (ωB97M-V with the def2-TZVPD basis set, the OMol25 dataset).

```
! RIJCOSX wB97M-V def2-TZVPD def2/J DEFGRID3
* xyz 0 1
C -1.770 1.392 1.112
C -1.035 1.462 0.156
C 0.607 -1.139 0.610
C -0.150 1.487 -0.898
C 1.326 -0.412 -0.470
Br 2.961 0.403 0.026
H -2.455 1.408 1.905
H 1.261 -1.851 1.122
H -0.241 -1.679 0.194
H 0.231 -0.441 1.362
H 0.631 2.230 -0.897
H -0.477 1.117 -1.855
H 1.371 -0.840 -1.459
*
```

- Gap between HOMO and LUMO (alpha / beta): 8.021 / 7.844 eV
- M: 147.015 g mol⁻¹
- HOMO energy (alpha / beta): -8.08 / -8.08 eV

=====

Run B
# C5H7Br

A cluster of 2 separate species, C5H7Br in total (ωB97M-V with the def2-TZVPD basis set, the OMol25 dataset).

```
! RIJCOSX wB97M-V def2-TZVPD def2/J DEFGRID3
* xyz 0 1
C 2.408 -1.928 0.230
C 1.232 -1.550 -0.254
C 0.729 -0.270 -0.114
C 0.324 0.867 -0.233
C -0.328 2.158 -0.089
H 2.859 -2.943 0.019
H 3.198 -1.329 0.739
H 0.592 -2.143 -0.858
H -0.453 2.670 -1.068
H 0.225 2.923 0.498
H -1.290 2.000 0.357
Br -4.060 -0.154 0.169
H -5.439 -0.302 0.606
*
```

- Gap between HOMO and LUMO: 9.359 eV
- M: 147.015 g mol⁻¹
- SMILES string: C=CC#CC.Br
- HOMO energy: -8.77 eV

=====

The least stable of them is run A.

=====

Run A
# C4H3I

A structure of composition C4H3I (ωB97M-V with the def2-TZVPD basis set, the OMol25 dataset).

```
! RIJCOSX wB97M-V def2-TZVPD def2/J DEFGRID3
* xyz 0 1
C -1.495 -0.253 0.003
C 0.833 -1.014 -0.257
C -0.270 0.031 -0.533
C 0.581 -0.017 0.774
I 2.547 0.334 -0.034
H -2.325 0.071 -0.503
H -0.165 0.807 -1.283
H 0.294 0.041 1.833
*
```

- Gap between HOMO and LUMO: 7.422 eV
- M: 177.972 g mol⁻¹
- HOMO energy: -8.19 eV

=====

Run B
# C4H3I

An isolated molecule of C4H3I (ωB97M-V with the def2-TZVPD basis set, the OMol25 dataset).

```
! RIJCOSX wB97M-V def2-TZVPD def2/J DEFGRID3
* xyz 0 1
C -0.110 -0.015 -1.604
C 0.044 0.039 -0.306
C 0.594 -0.712 1.112
C -0.112 0.400 1.040
I -1.394 1.503 2.415
H -0.664 0.821 -2.215
H 0.308 -0.747 -2.157
H 1.335 -1.288 1.716
*
```

- Gap between HOMO and LUMO: 8.848 eV
- M: 177.972 g mol⁻¹
- SMILES string: C=C1C=C1I
- HOMO energy: -8.84 eV

=====

The least stable of them is run A.

=====

Run A
# C4H3I

A cluster of 2 separate species, C4H3I in total (ωB97M-V with the def2-TZVPD basis set, the OMol25 dataset).

```
! RIJCOSX wB97M-V def2-TZVPD def2/J DEFGRID3
* xyz 0 1
C -1.037 1.849 -1.735
C -1.874 2.505 -2.278
C -0.067 -0.089 0.476
C -0.355 0.089 -0.747
I -2.900 4.027 -3.129
H 0.265 -1.134 0.674
H 0.034 0.797 1.023
H -0.523 -0.448 -1.618
*
```

- Gap between HOMO and LUMO: 9.368 eV
- M: 177.972 g mol⁻¹
- HOMO energy: -9.14 eV

=====

Run B
# C4H3I

An isolated molecule of C4H3I (ωB97M-V with the def2-TZVPD basis set, the OMol25 dataset).

```
! RIJCOSX wB97M-V def2-TZVPD def2/J DEFGRID3
* xyz 0 1
C -0.598 0.564 -0.187
C 1.463 -1.305 -0.034
C 0.052 -0.792 -0.016
C -1.248 1.581 0.015
I 2.920 0.129 -0.020
H -0.292 -1.350 0.827
H -0.530 -1.325 -0.750
H -1.767 2.498 0.165
*
```

- Gap between HOMO and LUMO: 7.951 eV
- M: 177.972 g mol⁻¹
- HOMO energy: -8.78 eV

=====

Run C
# C4H3I

An isolated molecule of C4H3I (ωB97M-V with the def2-TZVPD basis set, the OMol25 dataset).

```
! RIJCOSX wB97M-V def2-TZVPD def2/J DEFGRID3
* xyz 0 1
C -0.449 -0.662 0.103
C -0.874 1.805 0.032
C 0.031 0.695 -0.036
C -0.704 -1.805 0.282
I -2.963 1.595 -0.095
H 1.119 0.850 0.430
H 0.060 0.871 -1.084
H -0.817 -2.813 0.398
*
```

- Gap between HOMO and LUMO: 7.899 eV
- M: 177.972 g mol⁻¹
- HOMO energy: -8.40 eV

=====

The least stable of them is run A.

=====

Run A
# C2H8NOS

A cluster of 2 separate species, C2H8NOS in total (ωB97M-V with the def2-TZVPD basis set, the OMol25 dataset).

```
! RIJCOSX wB97M-V def2-TZVPD def2/J DEFGRID3
* xyz -1 1
S 1.290 1.943 -1.854
H 1.923 1.873 -3.040
C 0.637 -0.670 0.709
O 1.682 -0.663 -0.224
C -0.654 -0.019 0.241
N -1.798 -0.549 1.016
H 0.424 -1.711 0.977
H 0.948 -0.188 1.652
H 1.729 0.203 -0.740
H -0.602 1.060 0.378
H -0.813 -0.160 -0.827
H -2.274 -1.280 0.508
H -2.492 0.160 1.203
*
```

- Gap between HOMO and LUMO: 6.985 eV
- M: 94.159 g mol⁻¹
- HOMO energy: -3.03 eV

=====

Run B
# C2H8NOS

A cluster of 2 separate species, C2H8NOS in total (ωB97M-V with the def2-TZVPD basis set, the OMol25 dataset).

```
! RIJCOSX wB97M-V def2-TZVPD def2/J DEFGRID3
* xyz -1 1
C 1.465 -0.957 1.734
C 0.817 -2.019 0.858
S -0.196 -1.235 -0.447
N 0.505 -0.245 2.600
H 1.981 -0.304 1.053
H 2.249 -1.294 2.393
H 0.127 -2.657 1.417
H 1.606 -2.647 0.439
H -0.382 -0.737 2.544
H 0.293 0.615 2.167
H -2.352 3.184 -4.826
H -3.235 4.349 -5.363
O -2.878 3.947 -4.569
*
```

- Gap between HOMO and LUMO: 5.083 eV
- M: 94.159 g mol⁻¹
- HOMO energy: -2.27 eV

=====

The least stable of them is run B.

=====

Run A
# C8H8N3O

The ion C8H8N3O with charge +1 (ωB97M-V with the def2-TZVPD basis set, the OMol25 dataset).

```
! RIJCOSX wB97M-V def2-TZVPD def2/J DEFGRID3
* xyz 1 1
C -1.657 -0.595 0.255
C -1.945 0.662 -0.012
C 0.338 0.537 0.030
C 1.698 -2.120 0.427
C 0.374 -1.880 0.428
C 3.290 -0.299 -0.234
C 3.829 1.074 -0.325
C -3.324 1.224 -0.264
N 2.577 -1.128 0.162
N -0.245 -0.709 0.234
N -0.765 1.355 -0.073
O 3.136 1.990 -0.084
H -2.172 -1.453 0.173
H 1.939 -3.186 0.641
H -0.336 -2.751 0.403
H 4.935 1.038 -0.772
H -4.040 0.779 0.506
H -3.361 2.352 -0.240
H -3.682 0.740 -1.192
H -0.590 2.370 -0.063
*
```

- Gap between HOMO and LUMO: 7.009 eV
- M: 162.172 g mol⁻¹
- HOMO energy: -12.54 eV

=====

Run B
# C8H8N3O

The ion C8H8N3O with charge +1 (ωB97M-V with the def2-TZVPD basis set, the OMol25 dataset).

```
! RIJCOSX wB97M-V def2-TZVPD def2/J DEFGRID3
* xyz 1 1
N -2.830 1.515 0.668
C -1.751 1.274 0.293
C -0.383 1.072 0.228
C 0.286 2.222 0.718
C 1.659 2.112 0.936
C 2.184 0.860 0.956
C 1.548 -0.251 0.576
C 0.276 -0.208 0.030
C -0.248 -1.365 -0.621
O 0.302 -2.542 -0.282
N -1.200 -1.343 -1.511
N -1.551 -2.578 -1.963
H -3.767 1.470 0.458
H -0.270 3.091 0.708
H 2.207 3.032 1.268
H 3.166 0.856 1.431
H 2.102 -1.153 0.518
H 1.188 -2.552 0.224
H -2.105 -2.266 -2.858
H -0.814 -3.246 -1.779
*
```

- Gap between HOMO and LUMO (alpha / beta): 6.795 / 6.792 eV
- M: 162.172 g mol⁻¹
- SMILES string: N=C=c1cccc/c1=C(\O)N=[NH2+]
- HOMO energy (alpha / beta): -11.78 / -11.78 eV

=====

The least stable of them is run A.